142
Properties=species:S:1:pos:R:3:lowdin_charge:R:1 method="wB97M-V/def2-TZVPD" energy_ev=-64131.3497 lumo_ev=0.42 homo_ev=-9.04 largest_force_ev_per_a=1.05 gap_ev=9.5
O 2.968 3.529 3.403 -0.395
S 3.356 2.151 3.244 0.876
O 4.567 2.176 2.155 -0.254
O 2.262 1.360 2.343 -0.339
C 1.589 0.328 3.079 -0.224
C 0.052 0.532 3.033 -0.106
C -0.338 1.948 2.656 -0.250
C -0.601 2.275 1.330 -0.059
C -0.920 3.581 1.000 -0.085
C -0.989 4.538 1.996 -0.089
C -0.740 4.220 3.319 -0.072
C -0.419 2.912 3.649 -0.047
H 5.169 2.883 2.424 0.064
H 1.808 -0.603 2.562 0.101
H 1.961 0.248 4.098 0.101
H -0.381 0.349 4.012 0.113
H -0.377 -0.156 2.311 0.109
H -0.527 1.477 0.605 0.114
H -1.115 3.839 -0.029 0.104
H -1.248 5.555 1.736 0.101
H -0.780 4.955 4.107 0.102
H -0.224 2.617 4.670 0.116
C 2.940 0.488 -1.018 -0.096
C 2.671 -0.914 -0.489 -0.260
C 3.884 -1.556 0.181 -0.222
C 5.088 -1.777 -0.735 -0.221
C 4.797 -2.631 -1.968 -0.263
C 4.333 -4.041 -1.618 -0.105
H 3.708 0.492 -1.793 0.068
H 2.033 0.912 -1.454 0.071
H 3.262 1.149 -0.212 0.058
H 2.304 -1.548 -1.302 0.097
H 1.861 -0.861 0.246 0.087
H 3.581 -2.513 0.620 0.090
H 4.198 -0.927 1.021 0.106
H 5.882 -2.254 -0.152 0.110
H 5.491 -0.813 -1.056 0.103
H 5.707 -2.694 -2.571 0.105
H 4.048 -2.146 -2.600 0.099
H 5.086 -4.560 -1.020 0.077
H 4.161 -4.627 -2.522 0.059
H 3.399 -4.025 -1.052 0.056
C 0.047 -4.396 -4.191 -0.107
C -0.278 -5.777 -3.627 -0.263
C 0.915 -6.448 -2.949 -0.228
C 2.107 -6.728 -3.864 -0.233
C 1.798 -7.597 -5.082 -0.268
C 1.316 -8.999 -4.720 -0.111
H 0.814 -4.446 -4.965 0.066
H -0.839 -3.943 -4.638 0.069
H 0.403 -3.729 -3.403 0.070
H -0.670 -6.416 -4.423 0.098
H -1.082 -5.677 -2.893 0.105
H 0.580 -7.383 -2.489 0.099
H 1.256 -5.814 -2.125 0.089
H 2.891 -7.213 -3.273 0.108
H 2.532 -5.780 -4.206 0.094
H 2.706 -7.682 -5.685 0.104
H 1.057 -7.107 -5.720 0.098
H 2.062 -9.523 -4.119 0.074
H 1.138 -9.590 -5.620 0.068
H 0.383 -8.973 -4.155 0.065
C 6.605 5.624 8.304 -0.113
C 5.473 4.968 7.518 -0.269
C 5.574 5.188 6.010 -0.231
C 5.492 6.645 5.551 -0.228
C 4.218 7.379 5.964 -0.269
C 2.951 6.766 5.372 -0.110
H 6.606 6.708 8.180 0.065
H 6.506 5.416 9.370 0.068
H 7.575 5.245 7.977 0.074
H 4.511 5.332 7.888 0.099
H 5.487 3.892 7.711 0.103
H 4.788 4.612 5.513 0.086
H 6.524 4.771 5.656 0.108
H 5.572 6.670 4.460 0.109
H 6.360 7.196 5.926 0.100
H 4.294 8.418 5.631 0.103
H 4.136 7.416 7.054 0.097
H 2.991 6.761 4.281 0.076
H 2.074 7.343 5.672 0.068
H 2.801 5.739 5.707 0.062
C -3.833 1.628 0.700 -0.114
C -5.124 0.971 0.221 -0.263
C -4.888 -0.306 -0.585 -0.228
C -4.095 -0.111 -1.879 -0.228
C -4.702 0.889 -2.860 -0.270
C -6.083 0.480 -3.366 -0.105
H -3.206 1.939 -0.136 0.058
H -4.048 2.517 1.295 0.077
H -3.255 0.943 1.322 0.072
H -5.705 1.687 -0.367 0.097
H -5.739 0.721 1.090 0.104
H -5.854 -0.765 -0.814 0.100
H -4.355 -1.028 0.042 0.108
H -3.998 -1.082 -2.376 0.109
H -3.076 0.205 -1.639 0.098
H -4.030 0.987 -3.717 0.106
H -4.758 1.882 -2.405 0.091
H -6.040 -0.489 -3.868 0.076
H -6.457 1.211 -4.084 0.053
H -6.809 0.413 -2.555 0.068
C -6.230 4.373 -4.258 -0.118
C -6.805 5.727 -4.661 -0.268
C -8.332 5.770 -4.631 -0.229
C -9.022 4.803 -5.595 -0.230
C -8.637 4.973 -7.064 -0.271
C -9.004 6.341 -7.633 -0.113
H -6.543 3.582 -4.942 0.057
H -5.139 4.401 -4.267 0.072
H -6.550 4.098 -3.251 0.075
H -6.439 6.000 -5.654 0.098
H -6.425 6.490 -3.976 0.104
H -8.662 6.791 -4.840 0.100
H -8.673 5.547 -3.615 0.109
H -10.105 4.928 -5.495 0.109
H -8.812 3.773 -5.292 0.099
H -9.146 4.201 -7.646 0.103
H -7.566 4.796 -7.198 0.097
H -10.078 6.520 -7.549 0.074
H -8.737 6.403 -8.689 0.068
H -8.484 7.148 -7.116 0.064
C 1.281 -4.849 4.528 -0.113
C 1.829 -6.245 4.246 -0.269
C 3.077 -6.240 3.364 -0.226
C 2.871 -5.661 1.964 -0.231
C 1.791 -6.347 1.130 -0.264
C 2.090 -7.814 0.837 -0.104
H 0.972 -4.343 3.611 0.062
H 0.410 -4.901 5.183 0.069
H 2.034 -4.229 5.020 0.073
H 1.048 -6.859 3.790 0.098
H 2.079 -6.725 5.195 0.104
H 3.460 -7.261 3.285 0.102
H 3.862 -5.664 3.864 0.110
H 3.821 -5.714 1.422 0.106
H 2.631 -4.596 2.041 0.091
H 1.700 -5.814 0.180 0.080
H 0.817 -6.260 1.620 0.102
H 3.037 -7.917 0.303 0.076
H 1.306 -8.245 0.213 0.065
H 2.147 -8.407 1.751 0.065



18
Properties=species:S:1:pos:R:3:nbo_charge:R:1 method="wB97M-V/def2-TZVPD" energy_ev=-11381.5667 lumo_ev=0.73 homo_ev=-8.78 de_lowest_kj_mol=514.9 smiles="C=C([C@H](C)N)N(O)O" largest_force_ev_per_a=2.78 gap_ev=9.5
C 0.117 -1.086 -0.237 -0.080
C 1.523 -1.047 0.367 -0.612
N -0.619 1.317 -0.355 0.098
C -0.717 0.075 0.290 0.104
N 0.208 -1.186 -1.684 -0.826
C -1.639 -0.089 1.240 -0.453
O -0.822 2.540 0.471 -0.595
O 0.649 1.576 -0.902 -0.586
H 0.490 2.493 -1.253 0.492
H -0.370 2.439 1.329 0.457
H -0.377 -2.004 0.105 0.203
H 0.746 -0.409 -2.053 0.369
H -0.714 -1.152 -2.103 0.359
H 1.470 -1.117 1.452 0.212
H 2.033 -0.127 0.091 0.218
H 2.099 -1.886 -0.015 0.221
H -1.847 -1.067 1.637 0.207
H -2.229 0.729 1.619 0.213



13
Properties=species:S:1:pos:R:3:nbo_charge:R:1 method="wB97M-V/def2-TZVPD" energy_ev=-7798.2962 lumo_ev=0.87 homo_ev=-8.23 de_lowest_kj_mol=130.1 smiles=c1cc[nH]c1.O largest_force_ev_per_a=3.00 gap_ev=9.1
O 1.922 5.724 -0.590 -0.942
H 0.989 5.713 -0.903 0.470
H 1.880 5.373 0.328 0.473
C 0.893 0.496 0.953 -0.299
C 1.557 1.526 0.329 -0.308
C 0.000 0.000 0.000 -0.088
C 1.002 1.790 -0.865 -0.082
N 0.022 0.844 -1.099 -0.515
H 1.100 0.074 1.937 0.223
H 2.402 2.028 0.802 0.218
H -0.327 -1.038 0.068 0.216
H 1.198 2.607 -1.559 0.217
H -0.441 0.687 -1.997 0.418



11
Properties=species:S:1:pos:R:3:nbo_charge:R:1 method="wB97M-V/def2-TZVPD" energy_ev=-6290.1454 lumo_ev=1.00 homo_ev=-9.66 de_lowest_kj_mol=171.0 smiles="O[C@H]1C=CC1" largest_force_ev_per_a=4.28 gap_ev=10.7
C 1.302 -0.290 -0.341 -0.194
C 0.530 -1.265 0.108 -0.197
C 0.401 0.894 -0.131 -0.470
C -0.725 -0.033 0.433 0.126
O -1.846 -0.245 -0.349 -0.711
H 2.297 -0.320 -0.755 0.198
H 0.549 -2.325 0.218 0.206
H 0.777 1.623 0.589 0.202
H 0.112 1.412 -1.045 0.210
H -0.925 0.070 1.500 0.161
H -2.473 0.478 -0.228 0.470



32
Properties=species:S:1:pos:R:3:nbo_charge:R:1 method="wB97M-V/def2-TZVPD" charge=+3 energy_ev=-61406.3510 s_squared=6.05 lumo_ev="-12.23 / -15.11" homo_ev="-21.86 / -21.90" de_lowest_kj_mol=0.0 largest_force_ev_per_a=11.27 multiplicity=5 gap_ev="9.6 / 6.8"
Co -1.448 -0.270 -1.440 1.004
O 0.154 -2.388 -2.827 -0.252
C -0.625 -1.587 -2.507 0.457
C -2.943 0.953 -1.527 0.458
O -3.677 1.805 -1.261 -0.248
C -2.875 -1.544 -1.362 0.444
O -3.695 -2.386 -1.166 -0.253
C -0.973 0.802 -3.059 0.481
O -0.464 1.513 -3.784 -0.269
H -3.512 -0.973 -5.058 0.007
H -3.952 -0.399 -4.803 -0.004
C 2.430 1.337 -0.604 -0.445
N 1.913 0.729 0.601 -0.075
C 2.756 0.572 1.760 -0.268
C 1.958 0.206 2.981 -0.442
C 0.843 -0.746 2.641 -0.247
N 0.008 -0.127 1.635 -0.164
C -1.351 -0.616 1.509 -0.448
C 0.597 0.508 0.600 0.723
O -0.032 0.856 -0.463 -0.766
H 2.294 0.662 -1.458 0.265
H 3.497 1.553 -0.493 0.281
H 1.881 2.250 -0.834 0.293
H 3.511 -0.191 1.588 0.300
H 3.298 1.508 1.955 0.308
H 1.534 1.091 3.443 0.256
H 2.582 -0.271 3.730 0.301
H 0.174 -0.963 3.494 0.277
H 1.228 -1.697 2.260 0.255
H -1.385 -1.584 1.023 0.242
H -1.775 -0.709 2.508 0.308
H -1.952 0.105 0.920 0.219



157
Properties=species:S:1:pos:R:3:lowdin_charge:R:1 method="wB97M-V/def2-TZVPD" charge=+1 energy_ev=-93510.9647 lumo_ev=-3.18 homo_ev=-9.34 de_lowest_kj_mol=275.0 largest_force_ev_per_a=3.44 gap_ev=6.2
C -1.126 -0.771 4.097 -0.020
C -2.032 0.190 3.239 -0.360
N -2.794 1.063 3.808 0.137
C -1.971 0.098 1.687 -0.055
C -3.383 0.056 0.981 -0.354
C -3.212 -0.742 -0.379 -0.113
C -2.488 0.061 -1.535 -0.160
C -0.929 -0.273 -1.649 -0.141
C -0.030 0.779 -0.930 -0.223
C -0.289 2.228 -1.075 -0.053
C 0.530 3.227 -0.364 -0.078
C 1.616 2.815 0.518 -0.072
C 1.887 1.325 0.641 -0.056
C 1.069 0.330 -0.063 -0.052
C -4.511 -0.668 1.799 -0.117
N -5.878 -0.500 1.204 -0.046
C -6.248 0.954 1.131 -0.319
C -6.441 1.624 2.559 -0.097
C -7.763 2.484 2.723 -0.299
O -8.316 2.086 4.008 -0.084
C -7.356 4.029 2.901 -0.236
N -8.228 4.830 1.981 -0.028
C -5.169 1.629 0.211 -0.602
I -5.656 3.696 -0.292 1.059
N -3.808 1.484 0.796 0.062
H -1.623 -1.783 4.121 0.098
H -0.887 -0.375 5.114 0.072
H -0.166 -0.925 3.521 0.085
H -2.727 0.995 4.829 0.056
H -1.463 1.051 1.338 0.131
H -1.279 -0.730 1.372 0.127
H -2.544 -1.618 -0.133 0.124
H -4.172 -1.214 -0.738 0.125
H -2.929 -0.319 -2.504 0.125
H -2.669 1.165 -1.531 0.077
H -0.640 -0.247 -2.742 0.128
H -0.724 -1.329 -1.310 0.117
H -1.132 2.538 -1.733 0.086
H 0.281 4.309 -0.497 0.103
H 2.196 3.594 1.060 0.096
H 2.716 1.019 1.328 0.100
H 1.311 -0.752 0.093 0.114
H -4.309 -1.779 1.758 0.153
H -4.589 -0.360 2.873 0.112
H -6.573 -0.937 1.817 0.102
H -7.246 0.989 0.614 0.151
H -5.585 2.257 2.910 0.105
H -6.518 0.771 3.298 0.131
H -8.491 2.330 1.888 0.144
H -8.806 2.826 4.403 0.069
H -6.301 4.231 2.579 0.056
H -7.439 4.366 3.969 0.127
H -8.999 5.232 2.515 0.073
H -7.656 5.559 1.551 0.042
H -5.182 1.089 -0.775 0.110
H -3.864 1.882 1.761 0.145
H -3.092 2.063 0.322 0.146
N -10.952 1.856 5.569 0.001
C -11.385 3.035 6.116 -0.149
C -12.546 2.784 6.799 -0.110
C -12.823 1.399 6.665 -0.108
C -11.821 0.854 5.904 -0.135
H -10.123 1.743 5.009 0.096
H -10.830 3.950 5.971 0.099
H -13.132 3.513 7.337 0.093
H -13.662 0.864 7.081 0.093
H -11.652 -0.158 5.572 0.106
N 5.169 2.565 0.162 0.001
C 5.387 1.274 -0.216 -0.166
C 6.527 0.832 0.401 -0.123
C 7.019 1.902 1.190 -0.104
C 6.158 2.959 1.025 -0.135
H 4.401 3.134 -0.149 0.124
H 4.710 0.780 -0.896 0.105
H 6.959 -0.151 0.297 0.096
H 7.903 1.899 1.809 0.094
H 6.164 3.952 1.445 0.105
N -7.929 -3.891 -0.310 0.006
C -9.217 -4.304 -0.094 -0.129
C -9.846 -3.350 0.662 -0.103
C -8.905 -2.318 0.908 -0.117
C -7.732 -2.678 0.294 -0.160
H -7.237 -4.399 -0.832 0.145
H -9.572 -5.239 -0.496 0.112
H -10.870 -3.388 1.000 0.096
H -9.071 -1.411 1.473 0.084
H -6.777 -2.178 0.235 0.069
N -2.237 0.957 7.876 -0.014
C -2.662 2.161 8.372 -0.143
C -3.848 1.952 9.027 -0.106
C -4.147 0.567 8.930 -0.106
C -3.134 -0.021 8.218 -0.150
H -1.395 0.818 7.346 0.126
H -2.087 3.059 8.214 0.106
H -4.435 2.708 9.524 0.094
H -5.007 0.060 9.338 0.094
H -2.974 -1.046 7.924 0.103
N 10.741 -0.138 -2.163 0.011
C 9.928 0.869 -1.707 -0.129
C 8.692 0.702 -2.275 -0.113
C 8.758 -0.450 -3.099 -0.118
C 10.031 -0.947 -3.007 -0.151
H 11.706 -0.263 -1.915 0.124
H 10.301 1.614 -1.022 0.108
H 7.833 1.334 -2.116 0.085
H 7.959 -0.868 -3.692 0.082
H 10.493 -1.805 -3.470 0.109
N 14.782 -0.389 -1.559 -0.008
C 14.986 -1.689 -1.940 -0.147
C 16.128 -2.134 -1.327 -0.110
C 16.631 -1.063 -0.542 -0.109
C 15.779 -0.002 -0.703 -0.141
H 14.020 0.192 -1.861 0.127
H 14.303 -2.183 -2.613 0.102
H 16.556 -3.119 -1.429 0.092
H 17.517 -1.071 0.072 0.092
H 15.795 0.992 -0.286 0.106
N 7.591 -4.554 -3.380 -0.007
C 7.791 -5.855 -3.762 -0.138
C 8.934 -6.301 -3.151 -0.105
C 9.441 -5.230 -2.366 -0.102
C 8.590 -4.168 -2.526 -0.141
H 6.829 -3.972 -3.678 0.113
H 7.106 -6.347 -4.433 0.107
H 9.360 -7.286 -3.254 0.093
H 10.329 -5.239 -1.754 0.093
H 8.606 -3.174 -2.110 0.092
N 6.416 -2.828 -5.985 0.012
C 6.764 -2.867 -7.308 -0.125
C 5.688 -2.436 -8.040 -0.101
C 4.652 -2.118 -7.124 -0.111
C 5.131 -2.367 -5.864 -0.176
H 7.011 -3.093 -5.221 0.100
H 7.744 -3.198 -7.612 0.111
H 5.649 -2.356 -9.115 0.094
H 3.667 -1.748 -7.362 0.096
H 4.672 -2.259 -4.894 0.103
N 1.957 -5.528 -5.237 0.014
C 2.569 -4.323 -5.028 -0.137
C 1.770 -3.584 -4.192 -0.118
C 0.635 -4.378 -3.881 -0.126
C 0.781 -5.573 -4.539 -0.142
H 2.316 -6.268 -5.815 0.150
H 3.516 -4.095 -5.491 0.077
H 1.979 -2.585 -3.841 0.082
H -0.194 -4.105 -3.247 0.079
H 0.151 -6.447 -4.571 0.107
N -3.813 4.327 -3.497 -0.022
C -2.806 4.598 -4.386 -0.145
C -3.318 5.399 -5.374 -0.102
C -4.684 5.626 -5.068 -0.100
C -4.961 4.956 -3.905 -0.168
H -3.725 3.758 -2.674 0.061
H -1.816 4.196 -4.240 0.101
H -2.772 5.780 -6.222 0.096
H -5.386 6.216 -5.638 0.097
H -5.872 4.871 -3.334 0.069



16
Properties=species:S:1:pos:R:3:nbo_charge:R:1 method="wB97M-V/def2-TZVPD" energy_ev=-8865.9942 lumo_ev=0.94 homo_ev=-9.44 de_lowest_kj_mol=310.5 smiles="C=CCCNC=O" largest_force_ev_per_a=6.05 gap_ev=10.4
O -0.843 -1.894 -2.638 -0.571
C -0.865 -1.224 -1.623 0.516
N 0.043 -1.398 -0.620 -0.652
C -0.249 -1.027 0.771 -0.180
C 0.728 0.141 1.214 -0.456
C 0.776 1.147 0.138 -0.155
C -0.012 2.253 0.121 -0.397
H -1.394 -0.243 -1.681 0.129
H 0.943 -1.737 -0.760 0.400
H -0.115 -1.665 1.551 0.198
H -1.399 -0.634 0.764 0.192
H 0.470 0.457 2.199 0.220
H 1.728 -0.314 1.212 0.193
H 1.270 0.851 -0.710 0.191
H -0.515 2.685 0.876 0.178
H -0.566 2.602 -0.814 0.194



9
Properties=species:S:1:pos:R:3:nbo_charge:R:1 method="wB97M-V/def2-TZVPD" energy_ev=-7269.6829 lumo_ev=-0.05 homo_ev=-9.86 de_lowest_kj_mol=96.8 smiles="C=C(O)C=O" largest_force_ev_per_a=2.68 gap_ev=9.8
C -0.190 -0.198 0.065 0.177
C 1.137 0.421 0.037 0.371
C -1.336 0.479 0.005 -0.398
O -0.107 -1.609 -0.081 -0.686
O 2.138 -0.258 -0.053 -0.527
H 0.822 -1.879 0.032 0.499
H 1.162 1.521 0.038 0.131
H -2.285 -0.027 0.048 0.222
H -1.341 1.550 -0.091 0.212